Record 1
20
Properties=species:S:1:pos:R:3:forces:R:3:nbo_charge:R:1 method="wB97M-V/def2-TZVPD" homo_energy_ev=-7.4 de_lowest_ev=2.217 charge=0
C -0.249 -0.315 -1.484 -1.93 0.17 2.02 -0.61
C -2.079 -0.952 0.324 0.17 0.07 -0.20 -0.61
C -0.855 1.230 0.490 -0.01 -0.20 0.12 -0.60
C 2.301 -0.160 -0.117 1.80 0.07 -1.44 0.24
C -0.735 -0.257 0.149 0.67 0.41 -2.69 -0.08
N 3.155 0.849 -0.027 0.05 0.41 0.42 -0.80
C 0.324 -0.931 0.929 0.80 0.23 0.45 0.04
N 1.557 -0.606 0.785 -1.54 -0.95 0.75 -0.41
H 3.893 0.940 -0.711 -0.39 -0.02 0.11 0.40
H 3.221 1.453 0.787 0.04 -0.03 0.01 0.36
H 0.084 -1.766 1.576 -0.02 0.05 0.28 0.18
H -0.082 -1.345 -1.795 0.23 0.12 0.02 0.21
H -1.148 0.062 -1.974 -0.09 -0.14 -0.24 0.20
H 0.544 0.366 -1.777 0.23 -0.24 0.35 0.22
H -2.014 -2.006 0.060 -0.03 -0.11 -0.03 0.21
H -2.836 -0.485 -0.305 -0.04 0.00 -0.05 0.21
H -2.419 -0.876 1.358 0.04 -0.02 0.08 0.21
H -1.562 1.720 -0.177 -0.07 0.02 -0.05 0.21
H 0.108 1.726 0.393 0.09 0.06 0.00 0.21
H -1.206 1.352 1.515 -0.01 0.07 0.07 0.21


Record 2
20
Properties=species:S:1:pos:R:3:forces:R:3:nbo_charge:R:1 method="wB97M-V/def2-TZVPD" homo_energy_ev=-9.3 de_lowest_ev=2.892 charge=0
N -0.117 0.463 0.689 -0.35 1.13 -0.80 -0.82
C 1.080 1.212 1.171 0.29 -0.68 -0.17 -0.26
C 1.944 0.650 3.483 -0.63 0.96 -0.79 -0.38
C 1.115 1.352 2.666 1.21 -1.43 0.74 -0.18
H 0.008 0.435 -0.335 -0.22 -0.29 0.57 0.35
H -0.986 1.029 0.778 0.87 -0.43 0.23 0.35
H 1.197 2.210 0.715 -0.15 -0.18 0.06 0.18
H 1.935 0.597 0.823 -0.26 0.41 0.34 0.19
H 1.975 0.828 4.570 -0.18 -0.18 -0.65 0.20
H 2.670 -0.077 3.079 -0.45 0.45 0.17 0.19
H 0.391 2.037 3.071 -0.12 0.26 0.33 0.19
C -2.053 -1.473 -2.587 1.41 0.22 1.11 -0.05
C -2.326 -1.190 -1.297 -0.75 -0.49 -1.11 -0.46
C 0.276 -1.075 -2.977 -0.96 0.65 0.51 -0.03
N -0.707 -1.875 -3.031 -1.32 0.87 -0.41 -0.40
H -2.868 -1.455 -3.343 1.03 -0.17 0.39 0.21
H -1.641 -1.280 -0.466 0.25 0.07 -0.20 0.22
H -3.374 -0.998 -1.050 0.35 0.07 0.01 0.20
H 1.206 -1.342 -3.449 0.39 -0.43 0.10 0.17
H 0.276 -0.048 -2.510 -0.41 -0.81 -0.45 0.13


Record 3
20
Properties=species:S:1:pos:R:3:forces:R:3:nbo_charge:R:1 method="wB97M-V/def2-TZVPD" homo_energy_ev=-8.1 de_lowest_ev=1.114 charge=0
C -0.518 -1.537 -1.276 -0.38 -0.72 1.32 -0.24
C 1.983 1.602 1.060 0.06 0.04 -0.20 -0.64
C 0.736 0.920 0.558 0.50 -1.05 0.87 0.21
C -0.562 -1.186 0.262 -1.22 0.11 -1.96 -0.01
N -0.234 1.753 0.018 -0.56 0.23 0.03 -0.84
N -0.985 -0.439 -2.090 -0.22 0.67 0.12 -0.85
C 0.594 -0.416 0.676 0.99 0.53 0.78 -0.36
C -1.649 -1.403 1.009 0.42 -0.35 -0.39 -0.39
H -0.280 2.664 0.467 0.00 -0.25 -0.21 0.38
H -1.154 1.308 -0.020 0.30 0.26 -0.04 0.40
H -0.386 0.374 -1.921 -0.27 -0.29 -0.54 0.37
H -0.997 -0.707 -3.071 0.21 0.32 0.22 0.36
H 0.500 -1.822 -1.561 0.14 -0.18 0.36 0.17
H -1.160 -2.408 -1.436 -0.01 0.08 -0.08 0.19
H 1.401 -1.005 1.106 0.18 0.33 -0.11 0.22
H 2.710 0.890 1.463 -0.27 0.05 -0.13 0.23
H 2.468 2.152 0.246 -0.06 0.05 0.12 0.22
H 1.738 2.311 1.858 0.00 0.01 -0.12 0.21
H -1.666 -1.191 2.074 -0.01 0.25 -0.14 0.20
H -2.539 -1.860 0.578 0.20 -0.09 0.10 0.20


Record 4
20
Properties=species:S:1:pos:R:3:forces:R:3:nbo_charge:R:1 method="wB97M-V/def2-TZVPD" homo_energy_ev="-8.3 / -8.3" de_lowest_ev=5.629 charge=0
C 2.655 0.261 1.439 -0.13 0.09 -0.31 -0.68
C 1.496 -0.674 1.600 0.41 -0.15 0.03 0.38
C 0.616 -0.996 0.162 -0.40 0.70 0.55 -0.21
N -0.130 -0.086 0.817 0.74 -0.89 0.60 -0.45
N 1.337 -1.356 2.651 -0.32 0.31 -0.70 -0.53
H 0.485 -1.914 2.631 -0.01 0.01 -0.12 0.36
H 3.392 -0.162 0.752 -0.05 0.02 0.00 0.23
H 3.130 0.422 2.404 -0.07 -0.06 0.02 0.24
H 2.312 1.213 1.034 0.02 -0.07 -0.02 0.24
H 0.425 -2.080 0.136 -0.32 -0.06 0.10 0.15
H 1.105 -0.655 -0.759 0.82 -0.05 0.23 0.18
C -1.897 -0.287 -2.059 -0.16 0.10 -0.08 -0.65
C -1.781 0.666 -0.915 0.14 -0.19 0.56 -0.13
C -1.894 1.984 -0.958 -0.26 -0.14 -0.07 -0.40
H -1.545 0.195 0.080 -0.57 0.42 -0.78 0.23
H -2.566 -1.114 -1.817 0.00 0.00 -0.01 0.22
H -2.273 0.215 -2.953 0.03 -0.02 0.00 0.22
H -0.923 -0.719 -2.306 0.00 -0.02 0.02 0.21
H -2.207 2.496 -1.861 0.13 0.02 -0.08 0.19
H -1.735 2.590 -0.077 0.01 -0.01 0.05 0.21


Record 5
20
Properties=species:S:1:pos:R:3:forces:R:3:nbo_charge:R:1 method="wB97M-V/def2-TZVPD" homo_energy_ev=-8.5 de_lowest_ev=1.614 charge=0
C 1.165 0.306 1.431 -2.59 -0.64 -1.15 -0.63
C -0.668 -2.800 0.966 -1.99 1.03 2.35 0.17
C 0.068 -0.786 1.268 2.09 0.13 -0.45 0.09
C -1.090 -0.810 1.973 1.67 -0.94 -0.69 -0.10
N 0.333 -2.045 0.632 -0.93 1.04 0.62 -0.45
N -1.546 -2.078 1.932 1.18 -2.60 -3.45 -0.57
H -1.032 -3.805 0.612 1.01 1.18 0.53 0.21
H -2.155 -2.600 2.513 -0.84 0.22 0.34 0.41
H -1.602 0.052 2.227 -1.01 1.15 1.40 0.22
H 0.781 1.216 1.849 -0.47 0.15 1.00 0.21
H 1.576 0.704 0.551 0.55 -0.10 -1.81 0.21
H 1.957 -0.096 1.969 1.34 -0.60 1.32 0.22
C 0.738 1.334 -2.746 2.42 -0.13 -2.45 -0.61
C -0.205 1.839 -1.736 -1.61 0.67 0.43 -0.63
H 0.223 0.897 -3.695 0.91 0.90 1.67 0.21
H 1.454 2.220 -3.066 -1.35 -1.96 0.25 0.20
H 1.382 0.514 -2.345 -0.32 0.66 -0.36 0.21
H -0.417 1.155 -0.938 -0.59 -1.03 0.01 0.21
H -1.132 2.135 -2.269 0.29 0.09 0.83 0.21
H 0.170 2.649 -1.128 0.25 0.79 -0.37 0.20


Record 6
20
Properties=species:S:1:pos:R:3:forces:R:3:nbo_charge:R:1 method="wB97M-V/def2-TZVPD" homo_energy_ev=-8.9 de_lowest_ev=3.258 charge=0
N 1.104 -0.306 -1.517 0.09 0.09 0.23 -0.84
C 2.315 0.296 -0.924 0.40 0.23 -0.24 -0.26
C 2.890 -0.399 1.438 0.37 1.19 -1.66 -0.39
C 2.176 0.343 0.571 -0.78 -1.09 0.88 -0.17
H 1.207 -0.399 -2.522 0.02 0.10 0.07 0.36
H 0.322 0.329 -1.352 0.12 -0.24 -0.13 0.36
H 2.452 1.316 -1.318 0.23 -0.10 0.14 0.17
H 3.215 -0.292 -1.193 -0.55 0.21 0.07 0.19
H 2.690 -0.371 2.486 -0.08 -0.13 0.48 0.20
H 3.808 -0.885 1.073 -0.56 -0.06 0.33 0.19
H 1.248 0.839 0.936 0.81 -0.13 -0.21 0.19
C -1.829 -0.206 0.547 0.61 -1.40 0.16 -0.05
C -1.898 -1.109 -0.472 -0.05 0.25 1.67 -0.47
C -3.733 1.145 0.608 0.50 -2.04 0.39 -0.06
N -2.916 0.367 1.240 -0.61 1.17 -0.86 -0.41
H -0.901 -0.195 1.165 -0.31 0.93 -1.03 0.21
H -2.810 -1.681 -0.457 -0.73 0.34 -1.15 0.20
H -1.030 -1.564 -0.960 -0.18 0.32 0.61 0.23
H -4.596 1.554 1.145 0.40 -0.01 -0.10 0.18
H -3.714 1.217 -0.493 0.28 0.40 0.34 0.16